{"formula": "C48H59IN15O6RbSSb2Se4Si3", "method": "the ωB97M-V functional and the def2-TZVPD basis", "symbols": ["H", "C", "C", "H", "H", "C", "N", "C", "O", "H", "C", "C", "H", "N", "H", "H", "C", "C", "C", "H", "C", "C", "O", "H", "C", "H", "H", "N", "H", "H", "C", "H", "I", "H", "H", "H", "H", "O", "H", "N", "H", "H", "H", "N", "H", "H", "H", "O", "H", "O", "N", "H", "C", "H", "H", "C", "N", "H", "C", "H", "C", "H", "H", "C", "H", "C", "C", "N", "H", "Rb", "H", "O", "C", "Sb", "Si", "H", "H", "N", "C", "Si", "H", "H", "N", "N", "C", "N", "H", "H", "H", "C", "C", "C", "H", "C", "H", "C", "C", "H", "C", "C", "N", "H", "C", "Sb", "H", "C", "C", "C", "C", "H", "N", "H", "C", "H", "H", "C", "Se", "Se", "N", "Si", "C", "C", "H", "C", "C", "C", "Se", "H", "C", "H", "H", "H", "H", "C", "C", "C", "Se", "H", "S", "C"], "positions_angstrom": [[-3.703055, 0.837145, 3.781691], [1.762749, -3.388488, 1.721596], [4.982087, -0.584588, 2.542067], [-3.636248, -2.082457, 3.201562], [2.579163, 4.130497, 2.462777], [-2.665333, 3.693064, -0.934193], [-3.560840, 0.604103, -2.199567], [2.972448, -1.274655, 1.385640], [0.039895, -8.495058, -4.794883], [-3.547495, 1.245692, -4.242653], [3.418923, -0.799139, 0.130354], [-3.339256, 0.811093, 4.802881], [2.473713, -1.248094, -5.463432], [-3.105688, -0.348218, 0.388923], [0.092347, -4.820860, 1.666685], [-3.998430, 4.336801, 1.856183], [-3.915664, 0.598356, -3.467216], [1.358499, 3.956220, 5.591536], [-3.389109, 4.498683, -1.789362], [0.118892, -1.100653, 5.377180], [-2.146038, 4.744195, 4.829209], [2.954715, 3.328324, 3.096341], [-4.914551, -6.256087, -1.903989], [-3.771033, -0.067988, 5.285480], [-4.258550, -0.436314, -1.692421], [0.575574, 5.104819, -0.786813], [0.234495, -4.603367, -4.454612], [-4.080170, -6.963131, -2.431373], [3.800856, 3.711945, 3.672155], [6.475898, 0.256630, 1.250856], [2.954446, -1.416066, -2.091485], [-0.195131, 5.685658, 2.419554], [-4.977099, 5.693742, -1.280487], [-0.786126, -1.423463, 3.914775], [-2.736957, 3.505704, 0.118039], [3.241906, -3.186244, -6.612638], [2.671619, -3.901732, 1.978915], [1.209422, -6.727260, -5.190038], [-1.832597, 6.185123, 1.961232], [1.785690, -2.069335, 1.446746], [2.689034, 3.429255, -4.798191], [5.155576, 0.032342, -0.802781], [2.258760, 4.024549, 6.206944], [-5.030727, -1.067267, -2.556774], [-1.046576, 2.438400, -1.369131], [1.172648, 4.935383, 5.153942], [-3.603230, 2.622897, 1.885370], [-4.161998, -8.173534, -2.546480], [2.769792, -4.634615, -5.736158], [-2.170230, -2.230488, -2.477220], [0.862362, 3.151641, -0.079593], [4.465732, -4.193042, -5.841311], [3.326459, -2.962111, -4.484174], [-3.054515, 4.739267, -4.011736], [3.830467, 0.926123, -4.932774], [2.784671, -1.687007, -4.521856], [-1.743478, 3.093933, -1.693370], [-0.018711, 1.442921, 6.894868], [-0.868974, -1.020579, 4.923434], [4.193029, -4.414878, -3.165837], [-4.925242, -1.873560, 0.247323], [3.315846, 2.542433, 2.438092], [-2.617138, 4.040192, 5.510931], [-4.096490, -0.893506, -0.307070], [-2.039724, -8.178467, -3.662800], [-0.631897, -5.089658, -4.029852], [3.001182, 1.293455, -4.357282], [-4.778712, -2.300904, 1.488903], [-3.727847, 1.695934, 5.308185], [-0.515492, -0.645586, -1.442417], [3.338453, 1.403686, 5.555092], [-0.595374, -2.323489, -4.077957], [-1.921512, -7.109559, -3.588847], [-0.268466, 2.172424, -6.401869], [1.661047, 2.660427, 4.265362], [1.763530, 1.290239, 0.389538], [1.744727, 0.690182, 5.819095], [-1.819782, 3.433198, -2.980282], [-1.459932, -2.817036, -3.303603], [-1.885094, 4.004528, 3.122834], [-2.133923, -0.366253, 2.197653], [5.400201, -1.060272, 4.595632], [2.304611, 0.457159, -3.563762], [0.576769, -1.611757, 1.099144], [-2.820150, 4.296090, -3.059962], [1.291898, 1.093637, -2.947608], [0.611488, 3.061471, -3.075421], [-2.817376, 5.599718, 4.717305], [-5.098740, -0.718770, -4.590838], [-1.151109, 5.334825, 2.031147], [4.741928, -0.287723, 0.147507], [0.471823, -3.823353, 1.552273], [-1.552715, -1.656632, 5.490729], [3.721873, -1.163119, 2.545437], [-1.266544, -2.580368, 0.902068], [2.423871, 2.536238, -4.265834], [1.354264, 2.344797, -3.380700], [0.521797, 3.713091, 6.238426], [-3.595941, 3.535945, 2.479039], [3.458574, -3.788422, -5.731572], [-4.789791, -0.384139, -3.691364], [2.604590, 0.389170, 4.315549], [3.738568, -3.433024, -3.237044], [-0.400259, 1.935572, 2.927718], [-3.487243, -4.323532, -2.382299], [1.244775, 4.281521, -0.596440], [-2.867932, -6.303928, -2.984516], [-1.607832, -4.324104, -3.401649], [5.764433, -0.397898, 3.809457], [4.036380, 2.250742, -0.526183], [0.234124, -7.293814, -4.743453], [-4.280267, 3.381227, 3.312194], [3.563511, -2.692919, -2.086435], [-5.713208, -2.309421, -0.353419], [3.872938, -3.099448, -1.129167], [-2.957374, -0.782970, 1.634393], [1.155484, 1.502085, -8.187058], [-0.937590, -0.212794, -4.958578], [2.626073, -0.756283, -0.955995], [-1.459746, 0.766490, 4.946725], [3.093482, 2.762599, -0.477242], [1.916071, 2.280696, -0.008081], [-1.432251, 2.475103, 6.770851], [-0.220966, -2.671076, 1.153017], [2.630300, -0.922822, -3.375085], [5.481470, -0.174180, 1.302505], [-0.973551, 4.450026, -6.577097], [-1.223729, 5.093625, 5.285527], [-3.785299, -1.745286, 2.183717], [3.307285, -1.562634, 3.464274], [-0.976139, 4.950000, 1.030613], [6.825083, -0.607612, 3.659410], [-1.594345, 0.835381, 7.397921], [2.395712, 1.138362, 5.071415], [-0.812536, -6.458408, -4.094298], [-2.738660, -4.931685, -2.868019], [-2.670109, -0.643556, -6.427741], [5.687360, 0.625016, 4.187887], [2.892138, 4.360958, -1.018943], [-1.079669, 1.453979, 6.658542]], "atomic_forces_ev_per_a": [[-0.023, -0.033, -0.186], [0.082, -0.113, 0.023], [-0.069, -0.052, -0.085], [-0.008, -0.024, 0.059], [-0.060, 0.097, -0.049], [-0.090, 0.172, -0.057], [0.044, 0.154, -0.009], [-0.097, -0.035, -0.005], [0.100, 0.052, -0.006], [0.027, 0.050, -0.048], [0.106, 0.009, 0.201], [0.045, 0.004, 0.079], [-0.036, -0.013, -0.062], [0.065, -0.016, 0.132], [-0.033, -0.088, 0.022], [-0.067, 0.068, -0.004], [0.270, 0.114, 0.061], [0.050, -0.028, -0.022], [0.175, -0.224, 0.071], [0.092, -0.001, 0.033], [-0.019, 0.040, -0.040], [0.022, 0.058, 0.061], [0.103, -0.196, -0.057], [-0.041, -0.034, 0.074], [-0.228, -0.187, 0.035], [-0.073, 0.109, -0.017], [0.027, -0.005, -0.016], [0.154, 0.175, -0.110], [0.068, 0.026, 0.012], [0.055, 0.005, 0.001], [-0.016, 0.012, -0.075], [0.089, 0.035, 0.051], [-0.134, 0.121, 0.057], [-0.027, -0.031, -0.119], [-0.075, -0.035, 0.043], [-0.011, 0.018, -0.046], [0.044, -0.053, 0.025], [-0.103, -0.163, 0.081], [-0.027, 0.067, -0.013], [-0.024, 0.188, -0.077], [0.054, 0.098, -0.053], [0.010, 0.012, -0.011], [0.055, 0.059, 0.052], [0.018, -0.026, -0.055], [-0.008, 0.165, -0.095], [-0.004, 0.108, -0.072], [0.027, -0.079, -0.060], [-0.074, 0.126, 0.074], [-0.042, -0.038, 0.015], [-0.636, -0.668, -0.275], [-0.068, 0.044, 0.016], [0.080, -0.026, 0.003], [-0.006, 0.075, 0.062], [-0.073, 0.035, -0.080], [0.075, 0.002, -0.046], [-0.035, 0.041, -0.018], [-0.021, -0.067, 0.018], [0.105, -0.030, 0.020], [-0.052, 0.023, 0.026], [0.031, -0.075, -0.002], [-0.040, 0.006, -0.155], [0.075, -0.127, -0.070], [-0.073, -0.108, 0.076], [-0.079, 0.174, -0.315], [0.001, 0.042, 0.006], [-0.180, 0.079, 0.056], [0.140, -0.001, -0.105], [0.048, -0.012, 0.120], [-0.035, 0.073, 0.046], [0.748, 0.942, 0.348], [0.074, 0.002, 0.037], [-0.100, -0.135, 0.251], [0.009, 0.245, 0.033], [-0.026, -0.388, 0.116], [-0.085, 0.032, -0.142], [0.009, -0.110, -0.046], [-0.050, -0.025, 0.076], [0.129, -0.054, -0.102], [0.002, -0.170, -0.252], [0.018, -0.035, -0.073], [0.071, 0.036, 0.067], [-0.008, -0.019, 0.027], [-0.036, 0.040, 0.250], [-0.099, -0.031, 0.080], [0.154, -0.082, 0.064], [-0.057, -0.048, -0.095], [-0.068, 0.036, -0.003], [-0.039, 0.056, 0.031], [0.098, 0.001, -0.006], [-0.023, 0.021, 0.058], [-0.033, -0.052, -0.178], [0.027, 0.002, -0.041], [-0.008, -0.042, 0.055], [0.135, 0.081, 0.048], [0.015, 0.004, 0.000], [-0.061, -0.084, -0.079], [-0.076, 0.046, 0.067], [-0.093, -0.052, 0.095], [0.041, -0.017, 0.052], [-0.015, -0.030, -0.057], [-0.173, -0.095, 0.209], [0.050, -0.121, -0.149], [-0.007, 0.039, -0.061], [0.004, -0.034, 0.211], [-0.038, 0.005, 0.019], [-0.144, 0.067, 0.013], [-0.305, -0.222, 0.147], [-0.086, -0.182, 0.006], [0.060, 0.001, 0.074], [0.088, -0.066, -0.023], [-0.183, 0.246, 0.003], [-0.068, -0.007, 0.085], [0.021, -0.059, 0.040], [-0.009, -0.005, -0.006], [-0.011, -0.007, 0.003], [-0.069, -0.120, 0.106], [0.046, 0.012, 0.032], [-0.066, 0.573, -0.877], [-0.204, -0.017, -0.077], [0.004, -0.024, -0.077], [0.105, -0.169, 0.116], [0.001, 0.017, -0.032], [-0.090, 0.155, 0.007], [-0.111, -0.039, 0.113], [0.055, 0.054, -0.017], [0.025, 0.000, 0.109], [-0.111, 0.006, 0.096], [0.102, 0.039, 0.025], [0.020, 0.020, 0.039], [-0.019, -0.026, 0.058], [0.010, -0.046, -0.139], [0.021, -0.009, -0.006], [-0.035, -0.029, 0.067], [-0.048, 0.067, 0.114], [0.307, -0.308, -0.134], [0.237, -0.014, -0.105], [0.243, -0.069, 0.204], [-0.012, 0.041, 0.005], [0.085, 0.117, -0.060], [0.000, -0.109, -0.014]], "e_above_lowest_kcal_mol": 0.00, "spin_multiplicity": 1, "orbital_gap_ev": 4.992, "e_homo_ev": -2.30, "total_charge": -2}